(1)
This record from the Open Molecules 2025 dataset describes a structure of composition C19H21F2N8O2OsSe in a non-equilibrium geometry. The level of theory is wB97M-V/def2-TZVPD.

Its spin multiplicity is 1. The calculation puts the gap between HOMO and LUMO at 4.99 eV. The maximum force is 0.05665 hartree/bohr. Its charge is +3. The energy is -109282.576 eV.

Cartesian coordinates (Å):
Os 0.400 0.614 1.834
Se 5.759 5.762 0.114
N 5.717 4.001 0.057
C 4.540 3.619 0.480
C 4.112 2.234 0.569
C 4.930 1.134 0.262
C 4.410 -0.145 0.328
C 3.087 -0.326 0.694
N 2.298 0.721 0.986
C 2.806 1.987 0.959
C 1.918 3.043 1.378
N 0.692 2.652 1.831
C -0.169 3.598 2.242
C 0.155 4.945 2.243
C 1.403 5.343 1.805
C 2.308 4.373 1.349
C 3.640 4.679 0.857
N 4.112 5.892 0.728
H 5.964 1.313 -0.006
H 5.018 -1.006 0.088
H 2.642 -1.310 0.758
H -1.132 3.267 2.604
H -0.570 5.660 2.605
H 1.706 6.383 1.803
N -1.509 0.145 0.528
C -1.871 -1.268 0.803
C -2.835 -1.958 -0.157
C -2.565 -1.732 -1.649
C -3.420 -2.658 -2.521
N -2.778 -3.966 -2.679
C -2.856 -4.754 -3.752
N -2.062 -5.819 -3.845
N -3.694 -4.472 -4.744
C -0.519 -2.006 0.851
O -0.300 -3.014 0.254
O 0.345 -1.334 1.604
H -2.248 0.785 0.809
H -1.324 0.278 -0.464
H -2.270 -1.313 1.816
H -3.853 -1.638 0.078
H -2.777 -3.022 0.072
H -1.509 -1.908 -1.874
H -2.810 -0.705 -1.929
H -3.543 -2.209 -3.505
H -4.408 -2.777 -2.070
H -2.194 -4.279 -1.918
H -1.391 -6.040 -3.128
H -2.193 -6.503 -4.572
H -4.389 -3.750 -4.668
H -3.740 -5.060 -5.561
F -1.837 0.696 3.271
C -0.555 0.558 3.690
F -0.219 1.634 4.403
H -0.425 -0.345 4.289

Cartesian forces (eV/Å) of the 2 atoms listed first:
-1.73 -0.28 -2.33
0.06 0.06 -0.04



(2)
This record from the Open Molecules 2025 dataset describes a cluster of 2 separate species, C8H11N3O in total in a non-equilibrium geometry. The level of theory is wB97M-V/def2-TZVPD.

Its spin multiplicity is 1. The calculation puts the gap between HOMO and LUMO (alpha / beta) at 7.34 / 7.34 eV. The maximum force is 0.07462 hartree/bohr. The energy is -14987.271 eV.

Cartesian coordinates (Å):
C -0.868 2.050 0.267
C -0.067 1.299 -0.625
C 0.498 0.891 1.496
C -1.744 -1.393 0.390
C 2.760 -0.853 -0.886
C 2.685 -1.043 0.606
C 1.834 -0.135 -0.136
C -3.351 -0.324 -1.245
N -0.559 1.793 1.500
N 0.805 0.633 0.082
N -2.331 -1.083 -0.603
O -1.067 -1.885 1.207
H -1.783 2.547 0.135
H 0.094 1.360 -1.670
H 1.357 1.289 2.064
H 3.695 -0.424 -1.119
H 2.638 -1.627 -1.571
H 2.172 -1.941 1.029
H 3.582 -0.779 1.307
H -3.602 0.475 -0.569
H -2.746 0.156 -2.019
H -4.131 -1.013 -1.615
H 0.130 0.009 1.974

Cartesian forces (eV/Å) of the 2 atoms listed first:
0.52 -1.52 1.36
-1.12 1.47 -2.29



(3)
This record from the Open Molecules 2025 dataset describes a cluster of 2 separate species, C5H13OP in total in a non-equilibrium geometry. The level of theory is wB97M-V/def2-TZVPD.

Its spin multiplicity is 1. The calculation puts the gap between HOMO and LUMO at 9.79 eV. The maximum force is 0.08919 hartree/bohr. The energy is -16730.020 eV.

Cartesian coordinates (Å):
C 3.189 0.228 0.419
P 1.560 -0.168 -0.332
O 0.816 0.943 -0.835
H 3.910 -0.748 0.309
H 3.049 0.587 1.434
H 3.685 1.166 -0.157
H 0.946 -0.998 0.764
H 1.955 -1.071 -1.264
C -1.096 0.397 1.450
C -1.569 0.030 0.239
C -1.429 -1.325 -0.350
C -2.095 1.033 -0.783
H -0.819 -0.366 2.050
H -1.096 1.346 1.873
H -2.365 -1.793 -0.353
H -1.213 -1.286 -1.517
H -0.652 -1.967 0.227
H -3.162 0.797 -0.955
H -2.228 2.095 -0.517
H -1.386 1.100 -1.701

Cartesian forces (eV/Å) of the 2 atoms listed first:
2.05 0.15 -1.90
2.30 -2.18 3.31



(4)
This record from the Open Molecules 2025 dataset describes a cluster of 14 separate species, C14H56N14O14 in total in a non-equilibrium geometry. The level of theory is wB97M-V/def2-TZVPD.

Its spin multiplicity is 1. The calculation puts the gap between HOMO and LUMO at 8.42 eV. The maximum force is 0.15854 hartree/bohr. The energy is -64949.355 eV.

Cartesian coordinates (Å):
C 2.059 3.701 0.851
O 2.342 2.420 0.531
N 1.352 4.110 1.864
N 2.592 4.535 0.102
H 0.769 3.365 2.348
H 1.106 5.131 2.158
H 2.604 5.510 0.267
H 3.038 4.211 -0.700
C -4.394 -1.929 0.592
O -3.337 -1.016 0.768
N -5.689 -1.605 0.573
N -4.228 -3.238 0.534
H -5.872 -0.563 0.518
H -6.467 -2.180 0.336
H -3.282 -3.571 0.457
H -4.965 -3.935 0.296
C 2.865 0.642 -3.084
O 3.341 -0.224 -2.126
N 1.808 1.379 -2.908
N 3.547 0.849 -4.166
H 1.229 1.311 -2.034
H 1.511 2.092 -3.619
H 4.385 0.269 -4.384
H 3.336 1.498 -4.875
C 5.098 -0.042 1.181
O 6.161 -0.402 1.933
N 5.141 -0.160 -0.100
N 3.924 0.335 1.558
H 6.100 -0.210 -0.485
H 4.354 -0.059 -0.771
H 3.970 0.524 2.556
H 3.405 0.956 1.000
C -0.270 0.342 0.017
O -0.790 1.477 0.550
N -0.954 -0.747 -0.072
N 0.936 0.157 -0.358
H -1.886 -0.720 0.272
H -0.667 -1.712 -0.450
H 1.603 0.995 -0.331
H 1.350 -0.743 -0.566
C -0.823 -3.988 -0.783
O -0.826 -4.442 -2.056
N -1.721 -4.334 0.119
N 0.103 -3.204 -0.326
H -2.321 -5.162 -0.208
H -1.649 -4.010 1.082
H 0.859 -2.972 -1.093
H 0.159 -2.708 0.658
C -0.677 -2.710 2.900
O -1.962 -2.938 2.614
N 0.130 -2.156 2.046
N -0.082 -3.183 3.949
H -0.397 -1.387 1.577
H 1.200 -2.032 2.186
H -0.549 -3.694 4.680
H 0.911 -3.060 4.119
C -2.132 4.226 1.160
O -2.576 3.067 1.790
H -1.144 4.002 0.844
H -2.187 5.075 1.824
H -2.641 4.411 0.204
H -2.949 3.228 2.672
C -2.893 1.567 -2.116
O -3.520 0.405 -1.695
H -3.634 2.141 -2.715
H -1.917 1.422 -2.661
H -2.617 2.233 -1.287
H -3.058 -0.328 -2.135
C -0.184 3.534 -2.226
O 0.109 4.539 -3.156
H 0.620 3.317 -1.494
H -0.439 2.606 -2.674
H -1.037 3.933 -1.674
H -0.694 4.702 -3.714
C -0.306 -1.372 -3.456
O -1.412 -1.039 -2.743
H -0.123 -2.441 -3.277
H 0.586 -0.828 -3.153
H -0.665 -1.208 -4.480
H -1.141 -0.774 -1.810
C 2.319 -4.196 -2.537
O 2.494 -3.002 -1.799
H 1.474 -4.080 -3.216
H 2.349 -5.185 -2.083
H 3.116 -4.245 -3.272
H 3.121 -2.416 -2.254
C -2.425 0.320 3.605
O -1.713 -0.408 4.599
H -3.441 -0.100 3.555
H -1.960 0.367 2.586
H -2.430 1.350 4.015
H -2.093 -1.272 4.639
C 1.180 0.730 3.252
O 0.492 1.921 3.107
H 0.516 -0.112 3.601
H 2.053 0.883 3.844
H 1.516 0.466 2.265
H -0.141 1.783 2.383

Cartesian forces (eV/Å) of the 2 atoms listed first:
-0.18 -7.54 1.01
-1.66 3.42 1.29



(5)
This record from the Open Molecules 2025 dataset describes the molecule C11H17N3 in a non-equilibrium geometry. The level of theory is wB97M-V/def2-TZVPD.

Its spin multiplicity is 1. The calculation puts the gap between HOMO and LUMO at 9.59 eV. The maximum force is 0.05818 hartree/bohr. The energy is -16146.220 eV.

Cartesian coordinates (Å):
C -2.523 -0.774 1.208
C -0.966 -0.467 1.282
C -0.633 0.422 2.519
C -0.318 -1.830 1.279
C -0.653 0.318 -0.023
C -0.617 1.633 -0.072
N -0.326 2.799 -0.332
N 1.038 2.960 -0.540
N 1.906 2.610 0.617
C 1.739 1.771 -0.301
C 2.437 0.585 -0.896
C 1.772 -0.460 -1.756
C 0.410 0.027 -2.370
C -0.729 -0.311 -1.413
H -2.969 -0.873 2.237
H -2.670 -1.822 0.711
H -3.091 -0.165 0.435
H 0.392 0.312 2.739
H -0.989 1.416 2.392
H -1.197 -0.043 3.254
H -0.006 -2.032 2.284
H 0.529 -1.765 0.619
H -0.905 -2.621 0.985
H 3.002 0.205 0.038
H 3.026 1.041 -1.618
H 1.638 -1.444 -1.166
H 2.469 -0.674 -2.591
H 0.512 1.140 -2.695
H 0.154 -0.513 -3.414
H -1.690 0.018 -1.941
H -0.743 -1.463 -1.472

Cartesian forces (eV/Å) of the 2 atoms listed first:
-0.66 -1.56 -1.30
-2.03 1.08 -1.44



(6)
This record from the Open Molecules 2025 dataset describes the molecule C4H10O2. The level of theory is wB97M-V/def2-TZVPD.

Its spin multiplicity is 1. The calculation puts the gap between HOMO and LUMO at 10.38 eV. The maximum force is 0.00743 hartree/bohr. The energy is -8404.367 eV.

Cartesian coordinates (Å):
C -1.427 0.729 1.271
O -0.103 0.262 1.142
C 0.420 0.271 -0.177
C 1.936 0.314 -0.048
C -0.014 -0.973 -0.952
O -1.340 -0.893 -1.447
H -1.735 0.519 2.299
H -1.499 1.815 1.092
H -2.111 0.225 0.577
H 0.062 1.160 -0.723
H 2.255 1.219 0.476
H 2.409 0.295 -1.035
H 2.289 -0.554 0.518
H 0.653 -1.113 -1.810
H 0.109 -1.836 -0.287
H -1.903 -1.441 -0.895

Cartesian forces (eV/Å) of the 2 atoms listed first:
-0.27 0.09 0.04
0.04 0.02 0.02



- Which value of energy does entry 1 give?
  -109282.576 eV